{"formula": "C5H11NO", "method": "ωB97M-V/def2-TZVPD", "lumo_ev": 1.02, "smiles": "CC[C@@H](C=O)NC", "orbital_gap_ev": 10.36, "symbols": ["O", "N", "C", "C", "C", "C", "C", "H", "H", "H", "H", "H", "H", "H", "H", "H", "H", "H"], "coordinates": [[-1.248, -2.001, 0.513], [0.542, 0.999, 1.005], [-0.361, 1.401, 2.096], [-0.392, -1.221, 0.812], [-0.075, 0.084, 0.101], [0.850, -0.354, -1.092], [0.038, -0.787, -2.329], [1.437, 0.507, -1.425], [0.243, -1.384, 1.701], [1.543, -1.089, -0.678], [-0.180, 0.922, 3.051], [0.044, -0.075, -3.141], [-0.458, 2.487, 2.178], [0.499, -1.716, -2.685], [-1.000, 0.349, -0.436], [0.881, 1.842, 0.562], [-1.407, 1.181, 1.828], [-0.956, -1.146, -2.060]], "nbo_charge": [-0.52, -0.63, -0.43, 0.45, -0.16, -0.39, -0.63, 0.21, 0.11, 0.21, 0.20, 0.21, 0.20, 0.22, 0.18, 0.37, 0.18, 0.22]}

=====

{"formula": "C7H14Cl8O", "method": "ωB97M-V/def2-TZVPD", "lumo_ev": 0.61, "smiles": "CC(C)=O.ClCCl.ClCCl.ClCCl.ClCCl", "orbital_gap_ev": 10.55, "symbols": ["Cl", "Cl", "Cl", "Cl", "Cl", "Cl", "Cl", "Cl", "O", "C", "C", "C", "C", "C", "C", "C", "H", "H", "H", "H", "H", "H", "H", "H", "H", "H", "H", "H", "H", "H"], "coordinates": [[4.772, -4.039, 2.116], [-0.884, 0.769, -3.241], [-2.852, 1.217, 0.128], [-1.049, -2.791, -0.815], [-0.742, -3.097, 2.056], [2.759, -3.109, 0.195], [-2.774, 4.126, 0.478], [-3.522, 0.193, -4.375], [0.190, 1.139, 1.194], [3.231, -4.404, 1.356], [-2.377, -0.190, -3.100], [0.974, 1.676, 0.434], [2.092, 0.869, -0.211], [-0.653, -1.967, 0.719], [-2.987, 2.553, 1.274], [0.831, 3.140, 0.085], [3.279, -5.298, 0.750], [1.826, 3.587, -0.016], [2.986, 1.462, -0.396], [0.298, 3.687, 0.857], [0.334, -1.552, 0.577], [-1.385, -1.191, 0.903], [-2.242, 2.436, 2.055], [0.328, 3.270, -0.875], [2.382, 0.023, 0.406], [-2.837, 0.019, -2.142], [1.648, 0.506, -1.145], [2.458, -4.427, 2.113], [-2.130, -1.244, -3.143], [-3.953, 2.639, 1.763]], "nbo_charge": [-0.01, -0.04, -0.03, -0.06, -0.02, -0.06, -0.03, -0.01, -0.58, -0.38, -0.39, 0.61, -0.73, -0.38, -0.39, -0.73, 0.23, 0.22, 0.22, 0.24, 0.23, 0.23, 0.24, 0.25, 0.24, 0.22, 0.25, 0.23, 0.23, 0.22]}

=====

{"formula": "C3H5NOS", "method": "ωB97M-V/def2-TZVPD", "lumo_ev": 0.80, "smiles": "C[C@H]1ON=CS1", "orbital_gap_ev": 9.65, "symbols": ["S", "O", "N", "C", "C", "C", "H", "H", "H", "H", "H"], "coordinates": [[-1.079, -0.888, 0.752], [0.495, 1.159, 0.225], [-0.480, 1.606, 1.098], [-1.240, 0.710, 1.495], [0.551, -0.204, 0.114], [0.576, -0.613, -1.386], [1.413, -0.089, -1.847], [-1.951, 0.927, 2.266], [1.370, -0.646, 0.739], [0.715, -1.640, -1.610], [-0.371, -0.322, -1.846]], "nbo_charge": [0.16, -0.37, -0.10, -0.13, 0.00, -0.64, 0.22, 0.23, 0.19, 0.22, 0.22]}

=====

{"formula": "C5H8N2", "method": "ωB97M-V/def2-TZVPD", "lumo_ev": [0.10, -1.09], "orbital_gap_ev": [10.17, 7.52], "symbols": ["N", "N", "C", "C", "C", "C", "C", "H", "H", "H", "H", "H", "H", "H", "H"], "coordinates": [[0.075, 0.842, 0.519], [-1.957, -1.479, -0.943], [-1.288, -0.534, -0.993], [-1.293, -0.088, 2.136], [0.946, 0.661, -0.624], [-0.534, 0.691, -0.820], [1.803, -0.548, -0.891], [1.451, 1.608, -0.865], [1.219, -1.468, -0.821], [2.608, -0.578, -0.152], [-1.204, 0.910, 1.800], [-1.307, -0.183, 3.226], [2.259, -0.492, -1.887], [-1.013, 1.560, -1.284], [-1.765, -0.902, 1.598]], "nbo_charge": [-0.26, -0.33, 0.27, -0.39, -0.09, -0.27, -0.62, 0.22, 0.23, 0.22, 0.20, 0.17, 0.22, 0.24, 0.19]}

=====

{"formula": "C2H2N6", "method": "ωB97M-V/def2-TZVPD", "lumo_ev": -1.26, "smiles": "[H]/N=c1\\ncnnnn1", "orbital_gap_ev": 8.45, "symbols": ["N", "N", "N", "N", "N", "N", "C", "C", "H", "H"], "coordinates": [[0.928, 1.206, -0.269], [1.680, 0.294, -0.765], [0.297, -1.520, -0.446], [-1.221, 0.315, -0.264], [-0.031, 0.853, 1.936], [1.420, -1.099, -0.160], [-0.179, 0.771, 0.695], [-0.631, -0.621, -1.051], [-1.048, 0.678, 2.355], [-1.215, -0.877, -2.033]], "nbo_charge": [-0.13, -0.01, -0.16, -0.44, -0.59, 0.04, 0.46, 0.23, 0.37, 0.24]}

=====

{"formula": "C2H12O4", "method": "ωB97M-V/def2-TZVPD", "lumo_ev": 0.54, "smiles": "C=C.O.O.O.O", "orbital_gap_ev": 10.94, "symbols": ["O", "O", "O", "O", "C", "C", "H", "H", "H", "H", "H", "H", "H", "H", "H", "H", "H", "H"], "coordinates": [[-1.011, 1.914, -1.253], [-1.046, -0.843, -1.406], [-1.854, -0.557, 0.998], [1.165, -2.656, -0.565], [1.365, 1.257, 1.431], [1.348, 0.215, 0.590], [0.583, -0.540, 0.728], [-0.729, -0.411, -2.202], [-0.658, 2.720, -1.633], [1.865, -2.213, -0.082], [2.104, 0.224, -0.195], [0.566, -1.913, -0.714], [2.136, 2.027, 1.268], [-2.799, -0.380, 0.985], [-1.688, -1.287, 1.594], [0.769, 1.298, 2.325], [-1.796, -0.332, -1.124], [-0.319, 1.476, -0.746]], "nbo_charge": [-0.97, -0.96, -0.95, -0.94, -0.37, -0.44, 0.22, 0.47, 0.47, 0.46, 0.20, 0.49, 0.19, 0.48, 0.48, 0.20, 0.49, 0.49]}

=====

{"formula": "C45H50IrNOP2S3", "method": "ωB97M-V/def2-TZVPD", "lumo_ev": [-3.28, -3.65], "charge": 1, "orbital_gap_ev": [6.63, 6.52], "multiplicity": 2, "symbols": ["Ir", "S", "S", "S", "P", "P", "O", "N", "C", "C", "C", "C", "C", "C", "C", "C", "C", "C", "C", "C", "C", "C", "C", "C", "C", "C", "C", "C", "C", "C", "C", "C", "C", "C", "C", "C", "C", "C", "C", "C", "C", "C", "C", "C", "C", "C", "C", "C", "C", "C", "C", "C", "C", "H", "H", "H", "H", "H", "H", "H", "H", "H", "H", "H", "H", "H", "H", "H", "H", "H", "H", "H", "H", "H", "H", "H", "H", "H", "H", "H", "H", "H", "H", "H", "H", "H", "H", "H", "H", "H", "H", "H", "H", "H", "H", "H", "H", "H", "H", "H", "H", "H", "H"], "coordinates": [[-0.491, 0.435, -1.116], [-1.272, 1.613, -4.416], [-3.087, 2.338, -0.381], [-2.242, -1.070, -1.377], [-2.162, -1.108, 0.692], [-1.800, 1.947, 1.059], [-0.532, 1.442, -3.104], [1.339, -0.060, -1.110], [-3.743, -0.968, 2.936], [-0.297, -3.124, 0.474], [3.221, 0.908, 0.070], [-2.756, 2.506, -3.983], [-1.107, 0.322, 0.733], [1.987, -0.738, -2.280], [5.190, 2.022, 1.155], [3.212, -0.447, -4.463], [-4.905, -0.740, 0.825], [0.849, 2.871, 1.351], [2.579, 0.281, -3.270], [-6.101, -0.585, 1.510], [-1.654, 1.555, 3.790], [-1.981, -3.487, 2.162], [-3.729, -0.937, 1.539], [-2.467, 1.973, 2.737], [-0.484, 3.181, 1.129], [-3.746, 2.453, 2.981], [-3.418, 2.085, 5.334], [3.682, 0.409, 2.368], [2.655, -3.242, -3.752], [2.128, 0.041, 0.084], [-4.218, 2.515, 4.286], [3.085, -1.709, -1.813], [0.062, 5.523, 1.086], [2.145, -1.261, -5.196], [1.833, -0.637, 1.257], [-2.044, 0.054, -4.831], [1.553, -2.297, -4.234], [-0.881, 4.513, 1.007], [3.716, -2.424, -3.013], [2.221, -1.185, 3.669], [-2.136, 1.602, 5.088], [1.402, 5.211, 1.285], [0.934, -1.577, -3.031], [4.007, 1.092, 1.201], [4.315, -1.383, -3.962], [-4.943, -0.818, 3.610], [0.276, -4.344, 0.780], [-1.403, -4.714, 2.462], [-6.119, -0.626, 2.896], [-0.273, -5.137, 1.781], [2.597, -0.458, 2.404], [1.794, 3.890, 1.422], [-1.416, -2.674, 1.181], [-7.019, -0.431, 0.958], [0.134, -0.926, -3.381], [0.173, -6.094, 2.018], [0.115, -2.522, -0.324], [2.234, -4.005, -3.090], [4.277, 0.562, 3.261], [0.488, -2.303, -2.347], [2.580, -1.761, -6.065], [3.642, 0.295, -5.139], [-5.213, 2.894, 4.482], [1.362, -0.712, 4.152], [-3.318, 1.940, -3.240], [0.974, -1.281, 1.314], [4.507, -3.082, -2.648], [-4.365, 2.769, 2.150], [-2.592, -0.323, -3.969], [3.042, -1.188, 4.385], [3.448, 1.476, -0.821], [1.947, -2.220, 3.458], [-4.883, -0.692, -0.256], [1.146, -4.681, 0.232], [5.024, 2.843, 0.456], [-0.646, 1.203, 3.592], [-4.956, -0.839, 4.692], [0.767, -2.866, -4.736], [2.137, 6.003, 1.340], [-1.922, 4.756, 0.830], [-3.787, 2.134, 6.351], [-1.846, -5.341, 3.223], [-2.826, -1.104, 3.496], [1.784, 0.950, -3.602], [-0.247, 6.556, 0.989], [-3.337, 2.670, -4.890], [1.156, 1.847, 1.496], [5.400, 2.445, 2.137], [1.358, -0.595, -5.571], [3.103, -3.761, -4.603], [-2.876, -3.184, 2.685], [4.800, -1.880, -4.807], [-2.437, 3.458, -3.563], [3.338, 0.896, -2.786], [-7.056, -0.506, 3.426], [-1.511, 1.280, 5.911], [-2.720, 0.231, -5.668], [-1.263, -0.642, -5.133], [3.862, -1.179, -1.261], [6.086, 1.489, 0.829], [5.086, -0.806, -3.443], [2.643, -2.438, -1.123], [2.832, 3.636, 1.590]], "lowdin_spin": [0.21, 0.01, 0.07, -0.02, 0.05, 0.03, 0.02, 0.15, 0.00, 0.00, 0.01, 0.00, 0.40, 0.01, 0.00, 0.00, 0.00, 0.00, 0.01, 0.00, 0.00, 0.00, 0.00, 0.00, 0.00, 0.00, 0.00, 0.00, 0.00, 0.01, 0.00, 0.00, 0.00, 0.00, 0.01, 0.00, 0.00, 0.00, 0.00, 0.00, 0.00, 0.00, 0.00, 0.00, 0.00, 0.00, 0.00, 0.00, 0.00, 0.00, 0.00, 0.00, 0.01, 0.00, 0.00, 0.00, 0.00, 0.00, 0.00, 0.00, 0.00, 0.00, 0.00, 0.00, 0.00, 0.01, 0.00, 0.00, 0.00, 0.00, 0.00, 0.00, 0.00, 0.00, 0.00, 0.00, 0.00, 0.00, 0.00, 0.00, 0.00, 0.00, 0.00, 0.00, 0.00, 0.00, 0.00, 0.00, 0.00, 0.00, 0.00, 0.00, 0.00, 0.00, 0.00, 0.00, 0.00, 0.00, 0.00, 0.00, 0.00, 0.00, 0.00]}